{"formula": "C4H7N3", "method": "ωB97M-V with the def2-TZVPD basis set", "max_force_ha_per_bohr": 0.0228, "spin_multiplicity": 1, "de_lowest_kj_mol": 90.6, "smiles": "[H]/N=C(\\C#N)NCC", "lumo_energy_ha": [0.0113, 0.0113], "elements": ["C", "C", "N", "C", "N", "C", "N", "H", "H", "H", "H", "H", "H", "H"], "xyz": [[-1.754, 0.562, -0.358], [-1.032, -0.558, 0.391], [0.267, -0.150, 0.918], [1.443, -0.360, 0.205], [1.988, -1.503, 0.132], [1.996, 0.808, -0.482], [2.387, 1.701, -1.107], [-1.234, 0.845, -1.274], [-1.832, 1.456, 0.269], [-2.771, 0.260, -0.618], [-0.874, -1.425, -0.254], [-1.648, -0.903, 1.227], [0.238, 0.727, 1.395], [2.825, -1.462, -0.444]], "forces_ev_per_a": [[-0.03, 0.02, 0.06], [-0.18, -0.22, -0.01], [0.10, -0.23, 0.00], [-0.02, -0.38, 0.21], [-0.16, 0.25, -0.17], [0.46, 0.89, -0.62], [-0.33, -0.78, 0.67], [0.04, -0.04, 0.02], [0.01, -0.09, -0.02], [0.08, -0.03, -0.01], [0.04, 0.06, 0.05], [0.06, 0.04, -0.09], [-0.03, 0.57, 0.00], [-0.03, -0.06, -0.11]]}